DFT (ωB97M-V/def2-TZVPD) results for a cluster of 12 separate species, C20H66N2O12 in total at a distorted geometry.

Geometry as ORCA input:
```
! wB97M-V def2-TZVPD RIJCOSX def2/J DEFGRID3
* xyz 0 1
C 6.7569 -5.7255 -5.4220
O 6.2079 -5.3562 -4.1916
C 5.2398 -4.3212 -4.2232
C 4.8507 -3.8696 -2.8345
C 3.7166 -2.8314 -2.7435
N 6.0107 -3.4572 -2.0749
H 7.1762 -4.8970 -5.9993
H 5.9905 -6.1790 -6.0671
H 7.4918 -6.5289 -5.3940
H 5.5669 -3.4872 -4.8563
H 4.3934 -4.7737 -4.7590
H 4.4193 -4.7511 -2.3489
H 2.8774 -3.2245 -3.3241
H 4.0021 -1.8612 -3.1470
H 3.3202 -2.8249 -1.7305
H 6.3100 -2.4984 -2.0152
H 6.8305 -4.0415 -2.0881
C -1.8789 2.7135 0.9386
O -1.5818 1.4990 0.2871
C -0.2614 0.9784 0.2739
C -0.3123 -0.4376 -0.3721
C 1.0588 -1.0075 -0.6107
N -1.0492 -0.3293 -1.6270
H -1.9896 2.5190 2.0115
H -2.8519 3.0708 0.6053
H -1.1125 3.4715 0.7769
H 0.3796 1.6945 -0.2554
H 0.1240 0.9604 1.3004
H -0.9572 -1.0146 0.2954
H 1.6657 -0.8731 0.2851
H 1.5011 -0.4389 -1.4317
H 1.0106 -2.0336 -0.9719
H -0.5395 0.2191 -2.3280
H -1.8055 0.3274 -1.4392
C 3.2761 -1.9359 4.6600
C 2.6221 -2.7469 3.5510
O 1.7405 -3.7729 4.0797
H 4.0943 -1.3590 4.2201
H 3.7252 -2.5056 5.4758
H 2.6456 -1.2255 5.1961
H 3.3215 -3.3219 2.9432
H 2.0235 -2.1161 2.8957
H 2.2055 -4.6081 4.1536
C -3.0952 2.8269 5.8759
C -2.2385 1.6234 5.4688
O -1.0208 1.6331 6.2111
H -4.0507 2.8153 5.3524
H -2.5826 3.7336 5.5499
H -3.1362 2.8557 6.9648
H -1.9248 1.7608 4.4332
H -2.6478 0.6269 5.6514
H -1.1817 1.7739 7.1478
C 0.7753 3.8360 2.6958
C -0.0294 4.6740 3.6539
O 0.1602 6.0767 3.5540
H 0.3563 2.8622 2.4660
H 1.8474 3.7502 2.8803
H 0.7923 4.4061 1.7575
H 0.1650 4.3084 4.6698
H -1.1004 4.5006 3.4888
H -0.5647 6.4808 4.0357
C -4.1272 6.0712 0.8430
C -5.2926 6.4536 -0.0747
O -5.9911 5.2529 -0.3630
H -3.3625 5.4121 0.4400
H -4.5494 5.6022 1.7358
H -3.6551 6.9664 1.2551
H -4.9361 6.9230 -0.9950
H -5.8937 7.1943 0.4585
H -6.8191 5.4410 -0.8151
C 1.0374 -0.2605 -4.8353
C 1.6058 0.8834 -4.0075
O 0.5062 1.6245 -3.4727
H 0.9396 -1.1971 -4.2888
H 1.6678 -0.4729 -5.7080
H 0.1461 -0.0611 -5.4340
H 2.2001 1.4726 -4.7107
H 2.2176 0.5553 -3.1668
H 0.8125 2.2466 -2.8059
C -1.9794 -4.2876 -2.7858
C -1.9111 -2.9714 -3.5602
O -2.8395 -2.0388 -3.0958
H -2.9339 -4.8161 -2.7661
H -1.6380 -4.2088 -1.7526
H -1.3143 -4.9858 -3.3088
H -2.0208 -3.1847 -4.6276
H -0.8813 -2.6218 -3.4199
H -2.3765 -1.3046 -2.6515
O -3.8681 0.3795 -0.0007
H -2.9733 0.7508 0.2266
H -3.9179 -0.4656 0.4821
O -5.2607 2.3546 -1.4253
H -5.6726 3.0992 -0.9706
H -4.8996 1.7961 -0.7132
O -0.3924 -3.1746 1.9576
H 0.3494 -3.3204 2.5623
H -0.2869 -3.8474 1.2776
O -3.6031 -1.5273 1.9667
H -2.7562 -1.9349 2.1943
H -4.0687 -1.4414 2.8047
*
```

Output
- Molar mass: 526.8 u
- LUMO: 0.300 eV
- E_tot: -49357.14048 eV
- Energy above the lowest of the compared OMol25 structures with the same formula, charge and spin: 0.0 kcal per mole
- Gap between HOMO and LUMO: 9.26 eV